{
  "formula": "C8H25Br2N10O5P",
  "method": "ωB97M-V/def2-TZVPD",
  "species": ["C", "C", "Br", "C", "P", "Br", "H", "H", "H", "H", "H", "N", "C", "N", "O", "H", "H", "H", "H", "N", "C", "N", "O", "H", "H", "H", "H", "N", "C", "N", "O", "H", "H", "H", "H", "N", "C", "N", "O", "H", "H", "H", "H", "N", "C", "N", "O", "H", "H", "H", "H"],
  "positions_angstrom": [[4.8831, 0.8871, -0.0853], [3.4629, 0.8784, -0.6184], [3.0304, -0.5978, -1.7509], [2.5553, 1.8211, -0.3415], [0.8317, 1.9075, -0.9479], [3.0822, 3.2453, 0.8127], [5.4250, 1.7481, -0.4720], [5.3636, -0.0462, -0.3596], [4.8192, 0.9826, 0.9980], [0.8185, 1.1540, -2.1303], [0.1622, 1.1175, 0.0097], [5.5834, 2.8087, 3.5282], [6.8161, 2.2526, 3.3257], [7.4521, 1.8104, 4.4536], [7.3104, 2.1544, 2.2168], [5.1500, 2.8957, 4.4272], [5.0996, 3.1404, 2.7142], [8.3574, 1.3965, 4.3354], [7.0632, 1.8807, 5.3741], [-3.8864, 5.0735, -1.6657], [-2.8726, 4.4416, -1.0076], [-1.7617, 4.1675, -1.7458], [-2.9636, 4.1396, 0.1750], [-3.8434, 5.3321, -2.6324], [-4.7164, 5.2767, -1.1398], [-0.9968, 3.7008, -1.2814], [-1.6709, 4.4047, -2.7152], [-3.5832, 1.3936, 0.7738], [-4.8098, 0.8953, 1.1053], [-4.8773, -0.4649, 1.2257], [-5.7863, 1.6115, 1.2788], [-2.7858, 0.8057, 0.6265], [-3.4804, 2.3991, 0.6740], [-5.7645, -0.8557, 1.4671], [-4.1060, -1.0869, 1.0887], [-6.9874, -3.6849, 0.8805], [-5.6659, -4.0210, 0.9677], [-5.4150, -5.3335, 1.2540], [-4.7731, -3.2076, 0.7996], [-7.7351, -4.3378, 1.0157], [-7.2098, -2.7323, 0.6587], [-4.4544, -5.6108, 1.3252], [-6.1326, -6.0180, 1.3955], [2.5598, -5.6518, -4.4396], [2.6933, -4.3711, -3.9759], [1.9335, -4.0635, -2.8805], [3.4348, -3.5605, -4.4991], [1.9553, -6.3332, -4.0234], [3.1048, -5.9061, -5.2417], [2.0163, -3.1307, -2.5239], [1.3144, -4.7085, -2.4289]],
  "e_lumo_ev": 0.42,
  "homo_energy_ev": -8.93,
  "gap_ev": 9.349,
  "largest_force_ev_per_a": 1.6,
  "e_tot_ha": -6733.1250
}